No. 1
{"formula": "C44H38N7OPtS3", "method": "ωB97M-V/def2-TZVPD", "de_lowest_ev": 0.162, "homo_lumo_gap_ha": [0.2111, 0.2237], "energy_ha": -3471.7362, "e_lumo_ev": [-2.73, -4.08], "s_squared": 2.04, "e_homo_ha": [-0.312, -0.374], "charge": 1, "multiplicity": 3, "species": ["Pt", "S", "S", "S", "O", "N", "N", "N", "N", "N", "N", "N", "C", "C", "C", "C", "C", "C", "C", "C", "C", "C", "C", "C", "C", "C", "C", "C", "C", "C", "C", "C", "C", "C", "C", "C", "C", "C", "C", "C", "C", "C", "C", "C", "C", "C", "C", "C", "C", "C", "C", "C", "C", "C", "C", "C", "H", "H", "H", "H", "H", "H", "H", "H", "H", "H", "H", "H", "H", "H", "H", "H", "H", "H", "H", "H", "H", "H", "H", "H", "H", "H", "H", "H", "H", "H", "H", "H", "H", "H", "H", "H", "H", "H"], "coordinates": [[-0.49, 0.56, -1.31], [4.49, -2.52, -2.18], [-3.67, 5.33, -0.65], [-3.03, 0.74, -0.73], [0.93, 1.15, 6.04], [-0.29, -1.43, -0.97], [-0.26, 2.69, -1.59], [-2.75, -0.79, 1.42], [-0.04, 1.72, 1.47], [-0.75, 1.10, 3.78], [1.69, 0.87, -2.12], [-3.59, -1.83, -0.47], [0.16, -3.47, 2.10], [6.33, -0.78, -2.44], [6.98, -2.04, -2.47], [2.62, -0.05, -2.26], [-1.22, 3.58, -1.41], [-3.93, -5.80, 0.86], [4.37, 1.54, -2.04], [-0.51, -2.35, -1.99], [2.74, 4.85, -1.61], [-2.11, 5.89, -1.10], [-4.13, -3.44, 1.32], [0.49, 2.37, 5.47], [2.05, 2.15, -1.92], [-0.08, -4.45, -3.11], [-4.30, 6.92, -0.63], [3.39, 2.54, -1.91], [-0.85, 2.18, 4.77], [4.98, -0.87, -2.29], [-0.33, 1.44, 2.56], [-1.59, -2.86, -4.09], [-0.19, -0.14, 4.34], [1.14, -2.73, 2.76], [-3.46, -4.19, -0.87], [-0.96, -4.10, -4.12], [1.62, -1.56, 2.18], [-3.72, -3.15, 0.02], [-1.36, -1.99, -3.04], [3.72, 3.93, -1.76], [-4.22, -4.76, 1.73], [-0.30, -3.07, 0.86], [0.32, 5.39, -1.37], [-3.35, 7.84, -0.96], [-2.09, 7.25, -1.23], [-3.13, -0.72, 0.13], [1.12, 0.15, 5.06], [1.14, -1.13, 0.96], [1.35, 4.47, -1.57], [1.02, 3.12, -1.69], [0.19, -1.90, 0.27], [-0.99, 4.96, -1.30], [4.00, 0.22, -2.20], [0.15, -3.59, -2.05], [-3.56, -5.51, -0.45], [6.10, -3.07, -2.34], [0.86, -3.87, -1.28], [4.76, 4.23, -1.77], [2.38, -0.98, 2.69], [-2.31, 0.03, 1.79], [1.48, -0.74, 5.57], [-1.83, -1.01, -3.01], [-4.54, -4.98, 2.74], [0.40, 3.09, 6.28], [-4.01, -6.83, 1.18], [-2.26, -2.57, -4.89], [-1.14, -4.78, -4.95], [-3.73, -1.71, -1.47], [8.04, -2.17, -2.59], [0.57, 6.44, -1.24], [-1.06, -3.64, 0.35], [-3.35, -6.30, -1.15], [5.41, 1.82, -2.00], [-4.43, -2.65, 2.00], [6.86, 0.16, -2.54], [1.48, -0.20, 0.53], [0.44, -5.40, -3.15], [-3.15, -3.96, -1.88], [-0.92, -0.54, 5.04], [-5.33, 7.09, -0.39], [1.52, -3.06, 3.71], [-2.56, -1.68, 1.85], [-0.24, -4.37, 2.55], [1.88, 0.48, 4.33], [6.31, -4.13, -2.34], [-1.61, 1.89, 5.49], [1.24, 2.74, 4.75], [-2.22, 3.18, -1.34], [-3.55, 8.90, -1.01], [2.26, -1.06, -2.45], [-0.04, -0.86, 3.53], [-1.17, 3.09, 4.27], [-1.22, 7.82, -1.52], [2.98, 5.90, -1.51]], "mulliken_spin": [0.789, 0.000, 0.000, 0.101, 0.000, 0.582, 0.040, 0.014, 0.001, 0.001, 0.076, 0.006, -0.048, 0.000, 0.000, 0.002, -0.005, 0.004, 0.006, -0.023, -0.001, 0.000, 0.004, 0.000, -0.026, -0.066, 0.000, 0.011, 0.000, -0.002, -0.002, -0.055, 0.008, 0.080, 0.011, 0.126, -0.037, 0.006, 0.111, 0.001, -0.001, 0.097, -0.003, 0.000, 0.001, 0.058, -0.001, 0.077, 0.008, -0.002, -0.070, 0.001, -0.004, 0.137, -0.001, 0.000, 0.003, 0.001, -0.001, 0.001, 0.000, 0.000, 0.000, 0.000, 0.000, -0.001, 0.005, -0.003, 0.000, 0.000, 0.003, 0.000, 0.001, -0.002, 0.000, -0.001, 0.000, -0.007, -0.001, 0.000, 0.004, -0.001, 0.001, 0.000, 0.000, 0.000, 0.000, -0.015, 0.000, 0.008, -0.006, 0.000, 0.000, 0.000]}

=====

No. 2
{"formula": "C44H39BrCoN5P2S", "method": "ωB97M-V/def2-TZVPD", "de_lowest_ev": 0.000, "homo_lumo_gap_ha": [0.2496, 0.2506], "energy_ha": -7011.4499, "e_lumo_ev": [-2.52, -2.49], "s_squared": 0.76, "e_homo_ha": [-0.342, -0.342], "charge": 1, "multiplicity": 2, "species": ["Br", "Co", "S", "P", "P", "N", "N", "N", "N", "N", "C", "C", "C", "C", "C", "C", "C", "C", "C", "C", "C", "C", "C", "C", "C", "C", "C", "C", "C", "C", "C", "C", "C", "C", "C", "C", "C", "C", "C", "C", "C", "C", "C", "C", "C", "C", "C", "C", "C", "C", "C", "C", "C", "C", "H", "H", "H", "H", "H", "H", "H", "H", "H", "H", "H", "H", "H", "H", "H", "H", "H", "H", "H", "H", "H", "H", "H", "H", "H", "H", "H", "H", "H", "H", "H", "H", "H", "H", "H", "H", "H", "H", "H"], "coordinates": [[0.55, 3.44, 3.47], [-0.46, -0.62, 0.54], [-0.35, -0.47, 2.85], [0.32, -2.70, -0.11], [-2.18, 0.83, -0.28], [2.27, 0.44, 2.45], [-2.05, -1.67, 0.75], [1.33, 0.27, 0.25], [1.64, 0.08, 4.51], [1.14, 3.63, 0.79], [2.03, 5.55, -0.33], [-1.77, 0.20, -2.95], [-2.67, 0.12, -1.88], [-3.30, -1.18, 1.02], [-3.33, 4.58, -1.50], [0.79, -2.51, -2.84], [1.21, 0.01, 3.23], [1.54, 4.26, -0.32], [-2.14, 4.79, 0.58], [-3.31, -0.95, -4.39], [2.93, -3.75, -0.64], [2.45, -2.94, 1.57], [-2.43, 2.62, -0.44], [2.92, 0.57, 4.56], [2.38, 0.50, 1.03], [2.69, 0.73, -1.69], [-2.08, -0.32, -4.19], [4.24, -4.03, -0.24], [-3.34, -3.39, 1.38], [-1.49, -3.91, -3.56], [0.80, -0.27, 5.65], [1.21, 4.31, 1.91], [-3.13, 3.21, -1.49], [3.64, 0.80, 0.49], [-2.07, -3.01, 1.00], [-4.21, -1.04, -3.34], [-1.93, 3.42, 0.59], [-0.65, -3.41, -4.54], [-4.12, -2.21, 1.40], [1.50, 0.41, -1.08], [-1.19, -3.72, -2.22], [1.68, 5.61, 2.03], [2.10, 6.24, 0.87], [-3.50, 0.29, 0.87], [-0.04, -3.04, -1.85], [-3.90, -0.50, -2.09], [3.74, -3.23, 1.97], [-2.84, 5.37, -0.47], [3.32, 0.80, 3.31], [4.64, -3.77, 1.06], [0.49, -2.70, -4.18], [2.03, -3.20, 0.26], [-0.78, -3.77, 0.88], [3.79, 0.91, -0.87], [2.74, 0.81, -2.77], [-2.39, -4.44, -3.84], [4.25, 1.22, 2.97], [2.63, -3.98, -1.65], [-3.66, -4.39, 1.63], [-0.30, -3.91, 1.85], [1.15, -2.30, -4.94], [-1.76, 5.41, 1.38], [4.93, -4.47, -0.95], [0.48, -1.31, 5.57], [1.39, -0.13, 6.56], [4.05, -3.04, 2.99], [1.46, 3.69, -1.24], [-3.01, 6.44, -0.49], [0.61, 0.23, -1.68], [1.70, 6.10, 2.99], [-0.89, -4.76, 0.43], [-3.35, 0.84, 1.80], [1.75, -2.52, 2.28], [2.34, 6.01, -1.26], [-5.16, -1.53, -3.48], [3.44, 0.74, 5.49], [4.76, 1.14, -1.29], [1.67, -1.94, -2.57], [2.47, 7.25, 0.91], [-3.51, 2.59, -2.30], [-0.82, 0.71, -2.81], [4.50, 0.93, 1.12], [-1.37, -0.25, -5.00], [-5.17, -2.13, 1.65], [-4.49, 0.57, 0.49], [-0.08, 0.37, 5.68], [-1.37, 2.97, 1.40], [5.66, -4.00, 1.36], [-3.88, 5.03, -2.32], [-1.88, -4.09, -1.46], [-3.56, -1.36, -5.35], [-4.60, -0.61, -1.28], [-0.88, -3.56, -5.59]], "mulliken_spin": [0.000, 0.987, 0.039, -0.031, 0.038, 0.003, -0.052, -0.029, 0.003, 0.000, 0.000, -0.031, 0.018, 0.005, 0.000, -0.009, -0.006, 0.000, 0.000, 0.001, -0.003, 0.003, 0.004, 0.000, -0.001, 0.015, 0.003, 0.000, 0.001, -0.003, 0.000, 0.000, -0.002, 0.001, 0.006, 0.000, 0.000, 0.004, 0.003, -0.028, 0.008, 0.000, 0.000, -0.012, 0.020, 0.009, 0.001, -0.001, -0.001, -0.001, -0.002, 0.014, -0.016, -0.001, 0.000, 0.000, 0.000, 0.001, 0.000, 0.000, 0.000, 0.000, 0.000, 0.000, 0.000, 0.000, 0.000, 0.000, 0.044, 0.000, -0.002, 0.001, -0.002, 0.000, 0.000, 0.000, 0.000, 0.001, 0.000, 0.000, 0.003, 0.000, 0.000, 0.000, -0.001, -0.001, -0.002, 0.000, 0.000, 0.000, 0.000, 0.000, 0.000]}